# 1
This record from the OMol25 dataset describes a structure of composition C21H37MgN4O8P2S2. The level of theory is the ωB97M-V functional and the def2-TZVPD basis.

Geometry as XYZ:
```
75
Properties=species:S:1:pos:R:3:forces:R:3
H -3.846 1.523 1.424 0.03 -0.03 0.00
H -5.703 1.092 -2.836 0.01 -0.04 0.01
H -1.234 7.176 -1.553 0.00 -0.01 -0.02
C -1.726 0.139 3.416 -0.06 -0.11 -0.10
H -3.342 3.013 -3.012 -0.05 -0.05 -0.03
N -4.478 -1.942 3.245 0.02 0.02 0.01
C 1.415 6.365 -1.328 0.00 0.06 -0.04
C 1.825 1.731 -3.985 0.04 0.02 0.06
H -0.935 6.657 0.111 0.02 0.00 0.03
O 1.762 3.261 -2.055 -0.24 0.23 -0.21
H -4.794 2.704 2.296 -0.04 0.02 -0.01
C 1.612 -1.468 -1.071 0.18 -0.12 0.00
H -5.681 2.592 -3.779 0.00 0.01 -0.02
N 0.638 -0.623 -1.185 -0.15 -0.04 -0.03
H -5.187 2.356 0.603 0.01 -0.01 -0.05
H -1.059 2.995 -2.704 0.04 -0.05 -0.01
H 1.204 0.928 -3.583 -0.06 -0.02 0.00
H 1.328 -2.272 -2.999 0.00 -0.01 0.02
H 2.734 0.638 -1.654 0.04 0.11 0.00
C -0.791 2.325 -1.882 -0.03 0.35 -0.39
H 1.313 7.243 -1.968 0.00 0.00 -0.02
S -1.170 -1.880 1.615 0.04 0.03 -0.05
P 0.636 2.954 -1.001 -0.11 -0.05 0.25
C 3.323 -2.590 0.499 0.06 -0.03 0.12
C -3.426 -1.515 3.050 -0.11 -0.10 -0.02
C -1.076 6.307 -0.912 0.06 0.04 -0.02
C 0.147 5.540 -1.371 -0.01 -0.03 0.03
H -4.004 4.493 0.705 0.06 -0.03 0.08
C 2.080 -2.315 -2.214 -0.03 0.03 -0.03
O 2.371 -0.912 2.410 -0.01 -0.06 0.02
C -2.109 -1.008 2.774 0.05 0.24 0.11
H 2.229 -3.350 -1.903 -0.02 -0.04 0.00
H -3.722 0.217 -4.192 -0.01 -0.03 0.02
C -3.765 2.000 -3.000 -0.01 0.06 0.04
C -5.273 2.091 -2.899 0.03 0.03 -0.04
O 0.309 4.411 -0.479 -0.02 -0.06 -0.09
O -2.769 3.342 -0.382 -0.10 -0.09 -0.10
C 2.260 -1.566 0.255 0.01 -0.02 -0.05
H 3.929 -2.743 -0.391 0.02 0.02 -0.01
H -1.786 2.967 2.187 0.03 -0.07 0.00
H 4.200 1.025 -2.576 0.01 -0.06 -0.01
H -2.203 1.105 -4.192 0.03 0.00 0.01
H 2.858 -3.545 0.756 -0.02 -0.01 0.01
H 2.268 5.781 -1.665 0.01 -0.02 0.00
Mg -0.021 0.288 0.741 0.05 -0.36 0.45
H 3.029 -1.964 -2.632 0.01 0.05 0.00
N 1.830 -0.774 1.154 -0.04 0.11 -0.05
C 3.377 1.451 -1.999 0.03 -0.10 -0.19
O -3.291 1.318 -1.818 -0.04 -0.02 -0.02
H 1.215 2.449 -4.534 -0.02 0.03 0.00
O 0.991 2.068 0.124 -0.04 -0.10 0.00
C -3.430 3.588 0.927 0.09 0.07 -0.16
H 1.601 6.702 -0.309 0.00 0.00 0.05
C -2.663 0.828 4.249 -0.02 0.03 0.08
H -1.959 5.675 -0.940 -0.06 -0.06 -0.01
H 2.531 1.283 -4.687 0.03 0.01 -0.01
H 1.682 -0.476 2.958 0.01 0.04 0.06
H -5.567 2.651 -2.013 0.01 0.02 0.03
O -1.861 1.001 0.211 0.14 0.05 -0.04
H -0.010 5.161 -2.387 -0.01 0.03 0.01
H 3.291 3.152 -3.316 -0.02 -0.09 0.02
S -0.188 0.954 3.222 0.16 0.03 -0.19
C -2.357 3.865 1.953 -0.01 0.07 0.01
H -2.820 4.214 2.877 -0.01 -0.03 0.01
C -4.371 2.470 1.318 -0.05 -0.02 0.07
H -0.503 1.319 -2.273 0.04 -0.04 0.00
H 3.790 1.963 -1.133 0.01 0.05 0.03
P -2.207 1.950 -0.864 0.03 0.01 0.28
C 2.608 2.415 -2.884 0.18 -0.03 0.23
H 3.958 -2.294 1.331 -0.04 0.00 -0.03
H -1.668 4.629 1.591 -0.01 0.00 0.00
O 0.080 -0.460 -2.359 -0.06 0.17 -0.07
H -3.580 1.716 -5.129 -0.02 0.02 0.00
C -3.286 1.216 -4.205 0.00 0.02 -0.02
N -3.387 1.447 4.901 -0.04 0.00 -0.01
```
Positions in Å, forces in eV/Å.

Calculated values
HOMO-LUMO gap, eV: 5.700
Relative energy (zero: lowest compared OMol25 entry of this formula, charge and spin), kJ/mol: 0.0
LUMO, eV: 2.06
Charge: -1
E, eV: -90419.7270

The computed Löwdin charges, all in e, follow:
1. H 0.07
2. H 0.09
3. H 0.08
4. C -0.76
5. H 0.13
6. N 0.13
7. C -0.04
8. C -0.04
9. H 0.09
10. O -0.18
11. H 0.09
12. C -0.32
13. H 0.08
14. N -0.13
15. H 0.08
16. H 0.09
17. H 0.06
18. H 0.07
19. H 0.06
20. C -0.21
21. H 0.08
22. S 0.59
23. P 0.49
24. C -0.01
25. C -0.31
26. C -0.04
27. C -0.45
28. H 0.13
29. C -0.04
30. O -0.06
31. C -0.79
32. H 0.07
33. H 0.09
34. C -0.46
35. C -0.04
36. O -0.16
37. O -0.19
38. C -0.29
39. H 0.07
40. H 0.04
41. H 0.09
42. H 0.08
43. H 0.10
44. H 0.07
45. Mg 0.30
46. H 0.08
47. N -0.07
48. C -0.03
49. O -0.15
50. H 0.08
51. O -0.26
52. C -0.38
53. H 0.09
54. C -0.33
55. H 0.07
56. H 0.09
57. H 0.00
58. H 0.08
59. O -0.27
60. H 0.13
61. H 0.14
62. S 0.59
63. C -0.03
64. H 0.09
65. C -0.04
66. H 0.05
67. H 0.09
68. P 0.49
69. C -0.40
70. H 0.08
71. H 0.07
72. O -0.24
73. H 0.08
74. C -0.03
75. N 0.13

# 2
This record from the OMol25 dataset describes a cluster of 3 separate species, C13H33IN3O6S3 in total at a distorted geometry. The level of theory is the ωB97M-V functional and the def2-TZVPD basis.

Geometry as XYZ:
```
59
Properties=species:S:1:pos:R:3:forces:R:3
H -3.307 -2.398 6.238 0.00 -0.03 -0.11
I 0.419 -3.477 -3.493 0.02 0.15 -0.09
S 2.660 -1.124 -1.443 -0.54 6.54 2.18
C -4.110 -4.623 2.603 -0.13 -0.41 0.03
O 4.908 -2.787 0.282 0.29 -0.64 -5.75
C -3.320 -2.854 5.241 -0.04 -0.18 0.40
C 0.597 6.863 -1.861 -0.27 0.36 -0.06
H 4.620 -1.263 -2.976 -1.36 -1.53 1.75
H 0.818 7.934 -1.780 -0.01 -0.10 0.00
C 4.005 -2.066 -2.343 0.43 -0.03 -2.50
C 2.019 2.715 -0.542 -0.06 0.10 -0.19
H 3.543 -2.803 -3.157 0.92 1.30 2.06
N -3.557 -2.136 2.795 -0.38 0.20 0.34
C -4.433 -3.176 2.250 0.14 0.27 -0.29
O 2.404 -4.666 -1.169 -2.97 4.08 -1.32
H -4.465 -4.884 3.602 0.14 -0.01 -0.04
H 1.256 2.097 -1.026 0.20 0.00 0.04
H -5.471 -2.966 2.538 0.20 0.16 0.17
C -2.140 -2.227 2.435 -0.03 0.05 -0.28
S 5.242 -2.937 -1.238 3.78 0.70 5.86
H -1.656 -3.088 2.912 0.12 -0.07 0.01
H 1.219 4.315 -4.114 0.11 0.19 0.23
O 6.726 -2.535 -1.479 -4.97 -1.12 -0.63
C 1.017 3.935 -3.104 0.32 -0.37 0.11
H -0.956 3.141 -3.450 0.06 0.06 0.09
H 1.351 2.891 -3.144 0.02 0.14 0.20
H -3.258 -0.878 4.432 0.06 -0.12 -0.20
H -4.619 -5.294 1.902 0.06 0.06 0.05
H -4.835 -1.604 4.378 0.02 -0.11 -0.19
H 2.696 6.506 -1.692 -0.06 -0.21 0.05
H 2.517 4.739 -0.154 -0.10 0.20 -0.25
H -2.311 -3.226 5.044 -0.11 0.03 -0.04
H -0.797 -2.289 0.745 -0.30 -0.05 0.09
C -0.490 3.945 -2.869 -0.39 -0.04 -0.18
O 1.934 -0.243 -2.494 1.93 -3.90 2.26
H 0.788 4.456 -0.305 -0.13 0.05 0.12
H 5.164 -4.334 -1.534 -0.41 1.66 -0.09
H -2.306 -1.425 0.418 -0.06 -0.06 0.11
C -3.773 -1.823 4.211 0.12 0.22 -0.30
S 1.214 -3.630 -1.205 0.79 -4.81 6.32
H -4.006 -3.704 5.292 0.16 0.04 -0.04
H 3.002 2.427 -0.929 -0.26 -0.02 0.02
N 1.603 -2.102 -0.454 1.10 -1.34 -3.70
H 1.997 2.477 0.527 0.02 0.04 -0.15
O 0.078 -4.312 -0.347 3.29 3.22 -3.41
H 2.096 6.374 -3.316 -0.07 -0.22 0.01
H 0.218 6.537 -0.889 0.04 -0.03 -0.11
N 1.855 4.650 -2.138 0.13 0.43 -0.23
C -1.876 -2.290 0.933 -0.08 -0.01 0.04
C 1.857 6.110 -2.279 0.29 -0.29 0.13
H -0.200 6.761 -2.602 0.04 -0.04 0.17
H -0.944 4.879 -3.205 -0.03 -0.04 0.14
H -0.756 3.783 -1.822 0.08 0.01 -0.07
H -4.439 -3.083 1.157 0.19 0.07 0.14
H -3.041 -4.845 2.544 -0.08 0.08 -0.01
H -1.623 -1.333 2.807 -0.25 -0.10 0.18
O 3.388 -0.116 -0.471 -2.17 -4.45 -3.04
H -2.282 -3.202 0.483 0.14 0.13 0.03
C 1.761 4.206 -0.745 0.08 -0.23 -0.06
```
Positions in Å, forces in eV/Å.

Calculated values
HOMO-LUMO gap, eV: 7.154
LUMO, eV: 1.19
Charge: -1
E, eV: -71373.3531

The computed Löwdin charges, all in e, follow:
1. H 0.07
2. I 0.57
3. S 0.60
4. C -0.09
5. O -0.42
6. C -0.10
7. C -0.10
8. H 0.13
9. H 0.07
10. C -0.36
11. C -0.10
12. H 0.08
13. N -0.19
14. C -0.25
15. O -0.50
16. H 0.05
17. H 0.06
18. H 0.11
19. C -0.26
20. S 0.77
21. H 0.10
22. H 0.11
23. O -0.45
24. C -0.24
25. H 0.07
26. H 0.10
27. H 0.11
28. H 0.07
29. H 0.11
30. H 0.11
31. H 0.11
32. H 0.07
33. H 0.04
34. C -0.09
35. O -0.44
36. H 0.09
37. H 0.10
38. H 0.08
39. C -0.26
40. S 0.25
41. H 0.05
42. H 0.07
43. N -0.34
44. H 0.08
45. O -0.48
46. H 0.11
47. H 0.07
48. N -0.19
49. C -0.09
50. C -0.26
51. H 0.05
52. H 0.05
53. H 0.07
54. H 0.10
55. H 0.07
56. H 0.12
57. O -0.41
58. H 0.06
59. C -0.27

# 3
This record from the OMol25 dataset describes a structure of composition C3H7O2SSr. The level of theory is the ωB97M-V functional and the def2-TZVPD basis.

Geometry as XYZ:
```
14
Properties=species:S:1:pos:R:3:forces:R:3
O -2.176 -0.362 1.550 -0.05 0.08 -0.49
H 0.316 -0.114 1.582 0.02 0.41 0.09
H 2.040 -1.364 0.340 0.00 0.04 -0.07
C -0.488 0.240 -0.388 0.37 0.04 0.07
C 1.942 -0.295 0.130 -0.07 0.22 0.02
O -3.075 0.266 -0.727 0.43 -0.26 0.38
C 0.626 0.338 0.642 0.12 -0.18 -0.58
S -2.102 -0.383 0.116 -0.19 0.07 0.07
H -0.199 -0.290 -1.309 -0.30 -0.07 0.05
H 2.059 -0.215 -0.970 -0.01 0.02 0.09
H -0.802 1.262 -0.748 -0.77 -0.37 -0.29
Sr 1.022 2.412 -0.516 0.57 0.08 0.60
H -1.990 -1.677 -0.281 -0.08 0.03 0.05
H 2.827 0.182 0.578 -0.04 -0.13 0.00
```
Positions in Å, forces in eV/Å.

Calculated values
HOMO-LUMO gap, eV: 6.404
LUMO, eV: -5.37
Charge: +1
E, eV: -18980.6774

The computed Löwdin charges, all in e, follow:
1. O -0.32
2. H 0.07
3. H 0.09
4. C -0.46
5. C -0.20
6. O -0.34
7. C -0.50
8. S 0.69
9. H 0.11
10. H 0.06
11. H 0.00
12. Sr 1.64
13. H 0.09
14. H 0.07

# 4
This record from the OMol25 dataset describes a cluster of 2 separate species, C4H15N3O in total at a distorted geometry. The level of theory is the ωB97M-V functional and the def2-TZVPD basis.

Geometry as XYZ:
```
23
Properties=species:S:1:pos:R:3:forces:R:3
O -4.576 0.475 0.760 -2.59 1.71 2.41
H 2.724 1.179 -2.244 -0.27 0.83 -0.46
H -0.174 2.265 -2.153 2.81 -0.34 0.29
H 2.163 0.311 -0.179 0.75 0.91 0.26
H -5.023 1.052 0.145 0.30 -0.14 -0.51
H 0.819 0.396 2.096 -1.01 1.54 0.39
N -0.971 -1.721 1.157 -2.28 1.20 0.91
H -0.228 -0.999 -1.184 -0.43 -0.76 -1.93
H 0.744 2.516 -0.898 0.57 0.15 2.30
C 0.302 -1.262 0.705 4.13 -0.54 1.27
H 0.841 -1.257 2.830 0.70 0.96 -0.98
N 0.874 2.293 -1.833 -1.97 -1.05 -3.56
H -0.989 -2.597 1.625 0.60 -1.20 -0.24
C 1.646 1.030 -2.135 -0.71 -0.42 1.46
H 1.242 0.585 -3.112 0.50 0.44 1.67
H 1.063 -2.117 0.362 -2.08 1.15 0.85
C 1.057 -0.608 1.923 2.55 -2.16 -0.86
H -0.449 0.510 -0.383 1.31 -0.97 0.09
H 2.221 -0.533 1.682 -2.22 -0.58 0.83
H -1.352 -1.143 1.963 0.72 -0.19 -1.67
H -3.911 -0.022 0.396 2.36 -1.62 -1.89
C 0.284 -0.378 -0.519 0.16 2.12 0.50
N 1.693 0.024 -1.005 -3.88 -1.02 -1.13
```
Positions in Å, forces in eV/Å.

Calculated values
HOMO-LUMO gap, eV: 9.722
Relative energy (zero: lowest compared OMol25 entry of this formula, charge and spin), kJ/mol: 233.7
SMILES: C[C@@H](N)CNCN.O
LUMO, eV: 0.74
E, eV: -10907.1170

The computed Löwdin charges, all in e, follow:
1. O -0.02
2. H 0.09
3. H 0.10
4. H 0.05
5. H 0.04
6. H 0.04
7. N 0.01
8. H 0.08
9. H 0.01
10. C -0.50
11. H 0.09
12. N -0.03
13. H 0.06
14. C -0.26
15. H 0.13
16. H 0.17
17. C -0.08
18. H 0.12
19. H 0.10
20. H 0.11
21. H -0.03
22. C -0.22
23. N -0.05

# 5
This record from the OMol25 dataset describes a structure of composition C36H28BrIrN3O6P2 at a distorted geometry. The level of theory is the ωB97M-V functional and the def2-TZVPD basis.

Geometry as XYZ:
```
77
Properties=species:S:1:pos:R:3:forces:R:3
O 1.850 -2.424 2.740 -0.27 0.32 -0.34
H 2.549 4.347 -0.594 0.00 0.00 -0.01
H 2.419 -0.010 8.261 -0.01 0.00 0.01
C 1.888 0.968 6.432 0.00 -0.01 -0.02
C 0.317 3.950 2.532 -0.05 -0.01 0.06
C -6.471 -2.053 0.351 -0.02 -0.06 -0.03
C 1.258 4.962 2.480 0.03 0.00 -0.03
C 0.509 -1.389 5.842 0.01 -0.06 -0.02
O -2.100 -1.069 -1.364 -0.09 -0.18 0.07
C 2.062 5.103 1.352 -0.01 -0.01 0.00
N 1.035 -1.047 -0.440 0.38 0.48 -0.36
H -2.617 -4.367 1.517 0.01 0.00 -0.01
O 3.951 -4.507 -0.759 -0.05 0.04 0.06
H 2.656 -3.007 -2.449 0.00 -0.02 0.00
C 3.383 -3.938 0.125 0.05 -0.03 -0.01
C -6.632 -3.224 -0.382 -0.01 0.06 0.04
H 1.362 5.650 3.308 -0.01 0.00 0.01
C 1.927 4.231 0.283 0.00 0.01 0.01
H -1.567 1.442 3.747 0.12 0.06 0.06
H -0.007 -2.310 5.603 -0.02 0.01 0.01
H -4.171 5.413 0.431 -0.01 0.00 -0.01
C -5.119 3.886 1.602 0.00 0.01 0.00
C -2.581 -3.635 2.312 0.04 -0.01 -0.01
C -5.586 -3.738 -1.130 0.09 0.01 -0.03
H -1.987 4.281 0.385 0.01 0.02 0.03
C 2.466 -2.795 -0.237 -0.10 0.03 -0.30
Ir -0.821 0.103 0.030 -0.95 -0.92 0.83
P -1.074 1.785 1.477 0.98 0.06 -0.47
C 1.200 0.867 5.238 -0.02 0.01 -0.01
O 3.517 -4.274 1.401 -0.07 0.10 0.07
C 1.880 -0.096 7.327 0.02 0.01 0.02
C 1.678 -1.843 0.433 -0.07 0.02 0.11
C -4.367 -3.075 -1.169 -0.08 -0.01 0.06
H -7.580 -3.745 -0.373 -0.02 0.00 0.01
N -0.969 1.038 3.031 -0.19 0.05 0.15
H -4.346 -4.363 3.281 0.00 -0.01 0.00
O 0.669 -0.590 2.160 -0.27 -0.13 -0.13
H -4.261 -2.698 5.105 -0.01 0.00 0.00
C 0.185 3.062 1.462 -0.13 0.10 0.05
H 0.883 2.532 -0.503 -0.01 -0.01 0.03
C 2.248 -2.520 -1.578 0.04 0.02 0.12
H 1.207 1.690 4.534 -0.02 0.01 0.01
H -3.641 1.048 2.699 0.00 0.00 0.00
H 2.790 5.901 1.309 0.01 0.00 0.00
C -3.508 -2.694 4.330 0.01 0.00 0.01
C -4.198 -1.890 -0.447 -0.02 -0.10 -0.05
O -2.662 -0.426 0.629 -0.37 0.29 -0.44
C -2.664 2.601 1.557 0.00 -0.08 0.06
H -2.458 -1.038 5.179 0.02 0.01 0.00
C -2.953 -1.124 -0.437 0.43 0.26 -0.01
C -1.562 -2.698 2.338 -0.01 0.02 -0.05
C -5.258 -1.398 0.322 0.00 0.04 -0.03
C 1.198 -1.270 7.036 0.01 -0.01 -0.03
C 1.439 -1.698 1.881 0.50 -0.31 0.20
H 2.429 1.873 6.669 0.01 0.00 0.00
C -2.820 3.824 0.905 -0.02 -0.01 -0.01
P -0.343 -0.431 3.420 0.16 -0.12 0.09
C -4.050 4.461 0.929 0.01 0.01 -0.01
C -3.551 -3.631 3.305 -0.03 0.02 0.01
H -0.834 -2.702 1.537 0.02 -0.01 0.01
C 0.502 -0.315 4.947 -0.09 0.10 0.06
H -5.709 -4.655 -1.687 0.00 -0.01 0.00
H -7.292 -1.654 0.931 -0.01 0.00 0.00
H -5.118 -0.474 0.869 0.01 -0.01 0.00
C -4.968 2.664 2.246 0.01 0.00 -0.02
H -5.806 2.219 2.766 0.00 0.00 0.01
N 1.403 -1.490 -1.647 -0.01 0.13 0.20
C 0.990 3.209 0.338 0.05 -0.07 -0.07
C -3.746 2.015 2.220 -0.01 -0.04 -0.02
H 2.984 -3.712 1.988 0.04 -0.06 0.02
H -0.321 3.861 3.405 -0.02 0.00 -0.01
C -1.512 -1.757 3.366 0.01 0.03 0.05
H 1.032 -1.046 -2.475 -0.02 -0.01 0.00
H 1.207 -2.092 7.738 0.00 -0.01 0.00
Br -2.972 -3.900 -2.135 0.01 -0.01 0.01
H -6.074 4.392 1.626 -0.01 0.00 0.00
C -2.489 -1.757 4.368 -0.02 -0.02 -0.01
```
Positions in Å, forces in eV/Å.

Calculated values
HOMO-LUMO gap (alpha / beta), eV: 7.388 / 6.954
Spin multiplicity: 2
Relative energy (zero: lowest compared OMol25 entry of this formula, charge and spin), kJ/mol: 58.1
Expectation value of S²: 0.753
LUMO (alpha / beta), eV: -6.41 / -6.84
Charge: +2
E, eV: -145988.4226

The computed Löwdin charges, all in e, follow:
1. O 0.18
2. H 0.12
3. H 0.13
4. C -0.04
5. C -0.09
6. C -0.05
7. C -0.05
8. C -0.05
9. O -0.11
10. C -0.04
11. N -0.04
12. H 0.12
13. O 0.16
14. H 0.16
15. C -0.47
16. C -0.04
17. H 0.12
18. C -0.05
19. H 0.10
20. H 0.12
21. H 0.12
22. C -0.04
23. C -0.03
24. C -0.10
25. H 0.11
26. C 0.00
27. Ir 1.12
28. P 0.84
29. C -0.05
30. O 0.17
31. C -0.02
32. C -0.13
33. C -0.60
34. H 0.12
35. N -0.21
36. H 0.12
37. O -0.17
38. H 0.12
39. C -0.38
40. H 0.08
41. C 0.06
42. H 0.10
43. H 0.09
44. H 0.12
45. C -0.04
46. C -0.18
47. O -0.20
48. C -0.34
49. H 0.12
50. C -0.57
51. C -0.06
52. C -0.01
53. C -0.03
54. C -0.40
55. H 0.12
56. C -0.06
57. P 0.91
58. C -0.04
59. C -0.02
60. H 0.10
61. C -0.29
62. H 0.11
63. H 0.12
64. H 0.11
65. C -0.06
66. H 0.12
67. N 0.07
68. C -0.10
69. C -0.10
70. H 0.08
71. H 0.11
72. C -0.29
73. H 0.18
74. H 0.12
75. Br 0.84
76. H 0.12
77. C -0.07